Record 1
C29H40GaN5OS | ωB97M-V/def2-TZVPD

For the HOMO-LUMO gap, the calculation gives 5.24 eV. For the largest force on an atom, the calculation gives 0.61 eV Å⁻¹. As for the HOMO energy: -5.681 eV.

Geometry (Å):
H -4.284087 3.134994 0.931994
C 1.091960 -1.292301 5.429720
H 2.144990 -0.536546 -3.963281
C -2.394168 -4.412148 0.358318
C -0.675258 2.945835 -1.336499
H 2.227097 2.989766 0.213868
C 4.227101 -0.319105 -0.471117
H -1.282306 -5.072191 4.362739
C -1.762079 4.986724 -2.126936
C -1.854475 -3.341809 -0.354723
H 6.321842 0.010502 -0.509627
Ga 0.113321 0.379957 -0.126095
N 2.011741 -0.481034 -0.650847
H 0.188832 -4.166515 4.738992
N -0.769824 -1.727997 3.816016
H 1.402163 -0.592690 6.206378
C -1.181673 -2.217713 0.338981
H -2.605165 -4.376786 -3.493503
H -2.658449 5.594523 -2.206690
H -2.331121 -4.405421 1.436287
C 0.523928 3.432454 -1.935985
C -3.751634 2.076231 -1.595919
H 5.776420 -0.993781 0.838662
H -1.528555 -2.494640 -2.290564
H -3.900043 4.165166 -1.240392
H 1.527749 1.602560 -1.646959
H -2.387608 -3.015601 3.545417
C 5.530363 -0.127659 0.222363
H 0.722087 -0.257241 -2.937144
N 3.051661 -0.279349 0.179029
C 0.550757 4.671741 -2.562428
H 1.827192 -1.269935 4.626453
H -3.418804 -6.286735 0.247364
H 1.878785 2.306579 -4.026252
C -1.514318 -2.935617 4.188130
C 1.639274 -0.839139 -3.049245
C -0.574220 5.466228 -2.661392
H 4.618168 -0.638173 -2.615639
C 2.719427 3.121991 -0.752940
H -2.865901 4.198096 1.021401
H -3.762189 2.173937 -2.683863
C -1.848952 3.763085 -1.485342
H 2.872265 -0.136947 1.161120
H 5.498568 0.751424 0.867095
C -0.678252 -4.209137 4.080075
H -1.015923 -0.927173 5.702424
C 3.922916 -0.549905 -1.797915
C 2.522816 -0.632638 -1.868286
N -1.125159 -2.293181 1.658203
H -3.549063 -6.270831 -2.220029
H -4.770928 1.870869 -1.255538
H -2.645348 2.446846 0.923868
H 1.363135 -1.891387 -3.137159
C -3.217162 3.360504 -0.949750
C -0.280533 -0.882025 4.899290
S 0.453598 -0.064086 2.183497
C -2.542131 -4.386136 -2.413117
H 1.069243 -2.293590 5.860129
C -2.999546 -5.460095 -0.311435
H -1.855581 -2.800368 5.213542
C -0.542638 -1.460691 2.515673
H -0.532193 6.431324 -3.150532
C 1.804304 2.629657 -1.880533
C -1.937138 -3.335268 -1.746175
H -0.237288 0.144093 4.541965
H 1.483006 5.028390 -2.988705
H 3.665588 2.568955 -0.751583
H 3.363355 1.852982 -3.166945
C -3.257213 3.277969 0.582179
C -3.073300 -5.450268 -1.698581
H 2.993698 3.554919 -3.460048
H -3.115824 1.234823 -1.331380
H 2.935194 4.183726 -0.881461
N -0.791152 1.811922 -0.597783
O -0.745061 -1.289330 -0.401336
C 2.553436 2.587167 -3.215382
H -0.333751 -4.342753 3.055846

Atomic forces in eV per Å
0.0 0.0 0.0
-0.2 0.0 -0.1
0.0 0.0 0.0
0.1 0.1 0.0
-0.1 0.2 0.2
0.0 0.1 0.0
-0.1 0.0 0.0
0.0 0.0 0.0
0.0 0.0 0.0
-0.1 -0.3 -0.2
0.0 0.0 0.0
0.1 0.2 0.3
-0.4 0.3 0.0
0.0 0.0 0.0
0.1 0.0 -0.3
0.0 0.0 0.0
0.2 0.4 0.4
0.0 0.0 0.0
0.0 0.0 0.0
0.0 0.0 0.0
0.0 -0.1 -0.1
0.0 0.1 0.1
0.0 0.0 0.0
0.0 0.0 0.0
0.0 0.0 0.0
0.0 0.2 -0.1
0.0 0.0 0.0
-0.1 0.0 0.1
0.0 0.0 -0.1
0.2 0.0 0.0
0.0 0.0 0.0
0.0 0.0 0.0
0.0 0.0 0.0
0.0 0.0 0.0
0.0 -0.2 0.0
0.0 -0.1 0.1
0.0 0.1 0.0
0.0 0.0 0.0
-0.1 -0.2 -0.1
0.0 0.0 0.0
0.0 0.0 0.0
0.0 0.0 0.0
0.0 0.0 0.0
0.0 0.0 0.0
0.0 0.2 0.0
0.0 0.0 0.0
-0.1 -0.1 0.0
0.2 -0.1 0.0
-0.1 -0.4 0.0
0.0 0.0 0.0
0.0 0.0 0.0
0.0 0.0 0.1
0.0 0.0 0.0
0.1 -0.1 0.1
0.2 0.1 0.1
0.0 0.1 -0.2
0.0 0.0 -0.1
0.0 0.0 0.0
0.0 -0.1 0.0
0.0 0.1 0.0
0.0 0.3 0.2
0.0 0.0 0.0
0.0 0.1 0.0
0.0 0.1 0.1
-0.1 0.0 0.0
0.0 0.0 0.0
0.0 0.0 0.1
0.0 0.1 0.0
0.0 0.0 -0.1
0.0 0.0 0.1
0.0 0.0 0.0
0.0 -0.1 0.0
0.0 0.0 0.0
0.2 -0.5 0.0
-0.2 -0.3 -0.4
0.0 0.0 0.1
0.0 0.0 0.0



Record 2
C12H26BBr4N4O3 | ωB97M-V/def2-TZVPD

For the HOMO-LUMO gap, the calculation gives 7.93 eV. For the largest force on an atom, the calculation gives 1.56 eV Å⁻¹. As for the HOMO energy: -12.251 eV. The charge is +1.

Geometry (Å):
C 5.096117 -4.212458 2.462792
H 1.576021 1.252220 0.511603
C 3.925055 -3.308923 2.188058
N 0.942794 -1.828559 0.815867
C -2.606332 3.033028 -1.483695
H -4.374615 -0.383385 0.649290
H 0.232949 -0.178145 -5.438665
Br 0.473426 0.757056 -2.648668
H -0.139488 2.087237 2.001533
H -4.141223 0.704514 2.719753
H -1.978743 1.461412 3.658230
Br 3.595363 -2.088907 3.673029
H -4.527137 1.324766 -0.730526
C -1.033392 0.056291 -3.691608
H 5.125571 -5.022183 1.737501
H -1.010564 1.177542 0.779257
C -3.211138 0.403674 2.240360
Br 6.781690 -3.269375 2.259729
H -3.930179 2.336577 0.564609
C -3.672381 1.477642 -0.061841
H 3.327418 1.974153 -1.220444
H -0.781636 -0.791529 2.682597
C -0.093869 -0.040205 2.309622
O 3.795204 1.132324 -1.244849
H -2.533999 2.441708 2.343966
H 0.576687 0.227797 3.129984
O 3.186187 -0.574934 -2.697781
C 0.760117 -0.574595 1.231287
H -2.916537 -0.557504 2.665800
Br -0.955607 1.965967 -5.822472
H -1.135607 -0.981493 -3.382446
H -3.642530 3.322051 -1.656507
H 4.071203 -2.699102 1.302588
H -1.501758 -0.437551 -5.712266
H -1.906657 0.615966 -3.372017
C -0.765545 0.149778 -5.168152
N 2.117264 -0.539347 -0.420547
N 1.492844 0.246666 0.477153
C -2.143781 1.450809 2.578476
H -2.091139 3.785492 -0.881788
H 2.695015 -1.407754 -2.735477
H 5.080028 -4.624112 3.466402
B 3.040198 0.034239 -1.515946
N 1.784550 -1.763410 -0.200169
H 3.009810 -3.888246 2.084104
O -2.540540 1.747173 -0.882067
H -2.688929 -0.421854 0.277294
C -3.457376 0.199997 0.738847
C -0.825839 1.250720 1.852816
H -2.078967 2.976769 -2.434615

Atomic forces in eV per Å
0.2 0.1 -0.2
0.0 0.0 -0.1
-0.2 -0.1 0.2
0.5 0.3 -0.5
0.3 -0.3 -0.1
0.0 -0.1 0.0
0.0 -0.1 0.0
-0.8 0.5 -0.3
-0.2 0.2 0.1
0.0 -0.1 0.1
0.0 0.0 0.0
0.0 0.1 -0.2
-0.1 0.1 0.0
-0.1 -0.2 0.0
-0.1 0.0 0.0
-0.1 0.1 0.0
0.5 0.0 -0.2
0.0 0.0 0.1
0.2 0.0 0.2
-0.2 -0.3 -0.6
0.3 0.2 0.0
0.1 -0.2 -0.2
0.0 0.4 0.2
-1.1 0.0 0.4
0.1 0.1 -0.1
0.0 -0.2 0.2
0.0 -0.9 1.0
-0.3 0.6 0.4
-0.2 -0.1 0.1
0.1 0.0 0.1
0.1 0.0 0.0
0.0 0.1 -0.1
0.1 0.0 0.0
0.0 -0.1 0.1
0.0 0.1 0.0
-0.1 0.2 -0.1
0.2 0.7 0.5
0.1 -1.1 0.0
-0.2 0.2 0.2
-0.2 0.0 0.2
0.1 0.0 -0.4
-0.1 0.0 0.0
1.2 0.1 -1.0
-0.2 -0.3 -0.1
0.0 0.0 0.0
0.1 0.2 0.2
0.2 0.2 -0.1
-0.5 0.0 0.4
0.3 -0.6 -0.3
-0.1 0.0 -0.1



Record 3
C19H19ClN6O8RuS3 | ωB97M-V/def2-TZVPD

The value obtained for the relative energy (zero: lowest compared OMol25 entry of this formula, charge and spin) is 0.000 eV. Its expectation value of S² is 8.767. For the HOMO-LUMO gap (spin up / spin down), the calculation gives 7.04 / 6.47 eV. For the largest force on an atom, the calculation gives 2.73 eV Å⁻¹. Its spin multiplicity is 6. As for the HOMO energy (spin up / spin down): -5.311 / -5.390 eV. The charge is -1.

Geometry (Å):
H -0.562672 -1.150471 -4.961054
H -1.651883 -6.113242 3.457067
S 3.030854 0.101960 1.619413
C -0.994789 -3.097825 2.083173
C -4.169821 0.929548 -1.184296
H 0.084042 -5.133317 -0.345262
H -2.744685 2.753110 -2.789891
C 0.854870 3.807476 3.534503
C -1.310245 -5.383952 2.736842
H -4.592668 0.773316 -0.193117
C -1.399736 -4.030858 3.020208
O 1.375715 -1.918964 -0.077316
O 0.012845 -3.182843 -1.625855
C -0.335254 -4.864805 0.611303
O -0.162856 -0.615520 1.958515
C 2.149884 0.694486 -4.199804
H -0.163680 3.094042 -1.866705
S 0.016271 -2.378908 -0.416302
H -4.109003 -0.038623 -1.687455
H -0.911928 -0.821222 -2.530279
H -1.791732 -3.649512 3.949761
N 2.374424 1.706004 -0.680443
S -1.306112 -1.372611 2.489074
H 1.470517 -0.170542 -6.032249
C -0.770149 -5.805110 1.528876
H 1.483281 3.137712 4.123269
O -2.583426 -1.061125 1.871015
C 1.875185 0.854816 -2.825955
N -0.808097 1.752995 -0.352960
H 3.046401 1.137087 -4.604915
N 0.783294 0.281166 -2.267517
O 0.782393 4.220464 1.171825
C 3.419919 1.786543 1.304334
H -4.810296 1.593963 -1.763546
C 1.282547 -0.033268 -4.976761
C -1.962843 1.171910 -0.113996
H 4.010542 3.485130 2.192006
H 3.707159 1.894784 -2.256331
N 4.108702 2.481387 2.257856
C 0.146093 -0.581179 -4.385312
C -0.052370 -0.394714 -3.025500
N -2.860323 1.499125 -1.059947
O -0.950982 -1.287590 -0.470858
C -0.962814 2.494791 -1.479514
C -2.236363 2.339092 -1.940953
H 1.176555 4.845235 3.612242
Ru 0.867829 0.326368 0.257383
O -1.340421 -1.336110 3.936135
C 2.721598 1.562322 -1.941873
H -2.179820 0.514338 0.713328
H -0.709964 -6.859899 1.293023
C -0.473418 -3.513268 0.883013
Cl -0.785040 3.704858 4.180809
N 3.215013 2.303845 0.139886
H 4.006754 2.094886 3.183212
C 0.819752 3.348800 2.021144
O 0.870953 2.103919 1.926752

Atomic forces in eV per Å
-0.1 -0.1 -0.1
0.0 0.0 0.1
0.1 0.3 -0.1
-0.2 0.7 0.3
-0.4 -0.3 -0.1
0.0 -0.2 -0.1
-0.1 0.1 -0.1
0.4 -0.1 -0.8
0.1 0.0 0.0
0.0 0.0 -0.1
-0.1 -0.1 0.1
-0.1 0.6 0.2
0.0 0.1 0.3
0.0 0.0 -0.2
0.1 0.2 0.1
0.2 0.4 1.1
0.1 0.1 -0.1
0.0 -2.1 -1.2
-0.1 0.0 0.0
0.0 0.0 0.0
-0.1 -0.1 0.1
0.7 -0.9 -1.7
-0.7 -0.1 1.4
0.0 0.0 -0.1
0.0 0.0 0.0
-0.1 0.1 -0.1
0.2 0.0 -0.2
-1.4 -1.2 -1.2
-0.1 -0.4 0.4
0.1 0.1 -0.1
0.9 0.2 0.1
0.0 0.5 -0.8
-0.2 -1.5 0.1
0.0 0.0 0.1
-0.6 -0.3 0.1
-0.3 0.3 0.0
0.0 0.0 0.0
-0.1 0.2 0.0
-0.2 0.1 -0.2
0.4 0.3 -0.2
-0.4 -0.2 -0.5
0.2 0.0 0.4
0.2 0.2 0.2
-0.3 0.2 -0.4
0.4 0.4 -0.2
0.0 -0.1 0.0
-0.1 0.7 1.0
0.2 -0.1 -0.4
0.7 0.9 2.5
-0.1 -0.1 -0.1
0.1 0.0 0.0
0.2 0.2 -0.6
-0.5 0.0 0.4
0.9 1.7 -0.2
0.0 0.0 -0.1
0.2 0.6 1.4
-0.1 -1.5 -0.4



Record 4
H3OPS | ωB97M-V/def2-TZVPD

The value obtained for the relative energy (zero: lowest compared OMol25 entry of this formula, charge and spin) is 3.730 eV. For the HOMO-LUMO gap (spin up / spin down), the calculation gives 6.60 / 8.68 eV. For the largest force on an atom, the calculation gives 2.07 eV Å⁻¹. As for the HOMO energy (spin up / spin down): -8.081 / -9.411 eV.

Geometry (Å):
H 2.053778 -1.300015 -0.681270
S 1.906229 0.008718 -0.475401
H -1.662515 -0.478922 0.687539
H -1.407476 1.441987 0.416054
O 0.744099 0.054386 0.466649
P -1.634115 0.273844 -0.413570

Atomic forces in eV per Å
0.2 -0.7 -0.2
0.9 0.6 -0.5
-0.3 -1.3 1.6
-0.3 -0.4 -0.6
-1.0 0.1 0.5
0.5 1.8 -0.8



Record 5
C5H10O | ωB97M-V/def2-TZVPD

The value obtained for the relative energy (zero: lowest compared OMol25 entry of this formula, charge and spin) is 1.258 eV. For the HOMO-LUMO gap, the calculation gives 10.80 eV. For the largest force on an atom, the calculation gives 0.50 eV Å⁻¹. As for the HOMO energy: -9.730 eV.

Geometry (Å):
H 1.487898 -0.013863 2.191163
H 2.390178 0.037349 -0.069571
C -1.606469 0.900811 0.717521
H -1.673372 0.739066 -1.418213
C 1.027164 -0.585427 1.389011
H -0.027676 -1.789456 -0.748647
H 0.848585 -0.761766 -1.903050
O -2.275884 -0.080524 0.939631
C 0.953050 -1.368975 -0.995460
H 0.149110 -1.173675 1.648488
C 1.510758 -0.570850 0.148644
C -1.289849 1.422700 -0.657354
H -1.737724 2.414811 -0.789396
H -0.204874 1.535852 -0.763565
H -1.178150 1.491859 1.555763
H 1.627255 -2.197913 -1.244965

Atomic forces in eV per Å
0.0 -0.1 -0.2
-0.1 -0.1 0.1
-0.2 -0.2 0.0
0.0 0.1 0.1
0.1 0.0 -0.1
0.2 0.1 0.0
0.0 -0.1 0.2
0.3 0.4 -0.1
-0.1 0.0 0.0
0.1 0.1 -0.1
0.0 0.0 0.2
0.0 -0.1 -0.1
0.0 -0.1 0.1
-0.2 0.0 0.0
-0.1 -0.1 -0.1
-0.1 0.1 0.0